Entry P
C4H3I | ωB97M-V/def2-TZVPD

Atoms and positions in Å:
1 C -0.776 -0.345 -0.020
2 C 0.299 0.364 0.040
3 H -2.201 -1.855 0.016
4 H -2.703 -0.104 -0.227
5 C -1.972 -0.852 -0.029
6 H 1.968 1.947 0.099
7 C 1.333 1.092 0.146
8 I 4.051 -0.247 -0.025

**Spin multiplicity**: 1
**Kohn-Sham gap**: 0.224 Ha

Entry Q
C4H3I | ωB97M-V/def2-TZVPD

Atoms and positions in Å:
1 H 0.600 2.593 -0.076
2 C 0.943 1.676 0.249
3 C 1.455 -2.040 0.759
4 H -2.752 0.476 -1.551
5 I -4.238 0.744 -1.119
6 C 1.084 0.490 0.487
7 H 1.592 -3.102 0.621
8 C 1.316 -0.836 0.629

**Structure (SMILES)**: C#CC#C.I
**Spin multiplicity**: 1
**Kohn-Sham gap**: 0.385 Ha

Entry R
C4H3I | ωB97M-V/def2-TZVPD

Atoms and positions in Å:
1 C 0.566 -2.100 -0.046
2 C -0.543 0.233 0.070
3 H 1.049 -3.030 -0.098
4 H -0.214 2.500 0.011
5 C 0.312 1.569 -0.042
6 H 1.374 1.474 -0.015
7 I -2.628 0.351 0.094
8 C 0.084 -0.997 0.024

**Structure (SMILES)**: C#CC(=C)I
**Spin multiplicity**: 1
**Kohn-Sham gap (spin up / spin down)**: 0.301 / 0.301 Ha

Which is most stable? The ranking, best first, is entry R, entry Q, entry P.

Entry P
C3H10S | ωB97M-V/def2-TZVPD

Atoms and positions in Å:
1 H -0.321 -1.372 0.946
2 H -2.989 0.135 0.934
3 H -1.639 0.627 -0.112
4 H 0.693 1.855 -1.134
5 C 1.775 2.123 -1.040
6 H 2.514 1.075 0.720
7 H 2.193 2.639 -1.979
8 C 2.666 1.058 -0.362
9 H 1.769 3.017 -0.390
10 H 3.797 1.084 -0.504
11 S -1.405 -1.751 0.281
12 H 2.434 0.054 -0.624
13 H -1.370 -0.031 1.681
14 C -1.876 -0.026 0.728

**Structure (SMILES)**: CC.CS
**Spin multiplicity**: 1
**Kohn-Sham gap**: 0.365 Ha

Entry Q
C3H10S | ωB97M-V/def2-TZVPD

Atoms and positions in Å:
1 H -0.437 -2.715 -0.162
2 S -1.754 -0.747 -0.263
3 H -2.074 1.520 -0.641
4 C -1.203 0.880 -0.842
5 H 4.046 2.205 2.440
6 H -1.078 0.778 -1.924
7 H 4.338 2.454 0.624
8 H 0.399 -1.431 -1.041
9 C 4.036 1.816 1.434
10 H 0.360 -1.354 0.712
11 H 3.064 1.341 1.253
12 H 4.685 0.933 1.457
13 C -0.207 -1.657 -0.169
14 H -0.332 1.319 -0.370

**Structure (SMILES)**: CSC.C
**Spin multiplicity**: 1
**Kohn-Sham gap**: 0.342 Ha

Which is most stable? The ranking, best first, is entry Q, entry P.

Entry P
C3HN2O3 | ωB97M-V/def2-TZVPD

Atoms and positions in Å:
1 C -0.433 0.959 -0.038
2 O -1.964 -1.970 -0.116
3 N -1.562 0.320 0.076
4 H 2.600 -0.207 0.079
5 C 0.750 0.046 0.004
6 N 1.916 0.532 -0.048
7 C -1.229 -1.029 -0.019
8 O -0.268 2.536 -0.014
9 O 0.191 -1.186 0.075

**Structure (SMILES)**: [H]/N=C1\OC([O-])=NC1=O
**Net charge**: -1
**Spin multiplicity**: 1
**Kohn-Sham gap**: 0.304 Ha

Entry Q
C3HN2O3 | ωB97M-V/def2-TZVPD

Atoms and positions in Å:
1 C -0.089 -0.277 -0.559
2 O 3.118 -0.817 1.439
3 H -2.350 1.069 -2.430
4 O 1.316 -1.095 2.823
5 N -0.895 0.029 -1.514
6 C -1.816 0.976 -1.445
7 N 0.724 -0.671 0.177
8 O -2.144 1.716 -0.523
9 C 2.137 -0.930 2.032

**Net charge**: -1
**Spin multiplicity**: 1
**Kohn-Sham gap**: 0.303 Ha

Which is most stable? The ranking, best first, is entry Q, entry P.

Entry P
C3H9OS | ωB97M-V/def2-TZVPD

Atoms and positions in Å:
1 C 1.231 -0.285 1.580
2 H 2.265 -1.196 -0.071
3 H -0.374 0.665 -0.846
4 C -2.153 1.184 -1.484
5 H -2.030 2.141 -1.963
6 H -2.823 0.684 -2.146
7 H 0.525 -0.476 2.374
8 H 0.549 -1.728 0.017
9 H 2.264 -0.088 1.910
10 H 1.882 -2.338 1.241
11 C 1.413 -1.493 0.712
12 S 0.819 1.260 0.683
13 H -2.602 1.215 -0.375
14 O -0.965 0.455 -1.632

**Net charge**: -1
**Spin multiplicity**: 1
**Kohn-Sham gap**: 0.255 Ha

Entry Q
C3H9OS | ωB97M-V/def2-TZVPD

Atoms and positions in Å:
1 C -2.078 -0.733 0.311
2 S -0.388 -0.519 -0.275
3 H 2.154 2.436 1.443
4 H 0.930 -2.154 -1.374
5 O 1.096 2.394 -0.290
6 H 0.508 1.704 -0.672
7 C 1.899 1.688 0.687
8 H -2.575 0.228 0.202
9 H 1.305 0.889 1.129
10 H 2.797 1.382 0.149
11 H -2.133 -1.097 1.340
12 C -0.053 -2.135 -0.913
13 H -0.874 -2.667 -1.373
14 H -2.588 -1.414 -0.365

**Net charge**: -1
**Spin multiplicity**: 1
**Kohn-Sham gap**: 0.168 Ha

Which is most stable? The ranking, best first, is entry P, entry Q.

Entry P
C3H5N5O2 | ωB97M-V/def2-TZVPD

Atoms and positions in Å:
1 C 1.058 -1.508 0.039
2 H 2.557 -2.865 0.091
3 H 3.063 -1.283 0.182
4 N 2.314 -1.949 0.256
5 H 0.960 2.448 0.200
6 N 1.059 -0.154 0.007
7 C -0.108 0.499 -0.040
8 C -0.066 1.996 -0.094
9 O -2.835 1.242 0.325
10 N 0.087 -2.252 -0.055
11 O -3.257 -0.793 -0.189
12 H -0.867 2.401 0.549
13 H -0.205 2.297 -1.213
14 N -1.227 -0.210 -0.053
15 N -2.532 0.130 -0.005

**Spin multiplicity**: 1
**Kohn-Sham gap (spin up / spin down)**: 0.278 / 0.256 Ha

Entry Q
C3H5N5O2 | ωB97M-V/def2-TZVPD

Atoms and positions in Å:
1 H 2.002 -1.576 1.660
2 H -1.061 2.618 0.486
3 N 1.334 0.366 -0.731
4 N 1.950 -1.053 0.805
5 N -1.574 1.987 -0.023
6 N 2.631 0.524 -0.458
7 O -0.185 -1.484 0.254
8 C -1.435 0.664 0.097
9 N 3.001 -0.270 0.511
10 O -1.909 -0.138 -0.709
11 H -0.878 0.268 0.938
12 H -2.028 2.193 -0.868
13 H -1.329 -1.940 -1.469
14 C 0.863 -0.701 0.005
15 C -1.382 -1.459 -0.498

**Spin multiplicity**: 1
**Kohn-Sham gap (spin up / spin down)**: 0.262 / 0.262 Ha

Entry R
C3H5N5O2 | ωB97M-V/def2-TZVPD

Atoms and positions in Å:
1 C -1.259 0.329 0.144
2 N -0.608 0.305 2.157
3 H 1.720 -1.093 -2.138
4 N -1.620 -0.029 -1.247
5 H -0.793 2.438 2.384
6 C 2.105 -0.716 -1.140
7 N -1.430 1.592 0.565
8 H 0.757 -1.789 0.030
9 N -0.688 -0.381 1.085
10 N -1.035 1.583 1.800
11 O -2.099 -1.141 -1.379
12 H 1.948 -0.686 0.916
13 O -1.557 0.873 -2.012
14 H 2.921 -0.125 -1.190
15 C 1.637 -1.161 0.025

**Structure (SMILES)**: O=[N+]([O-])c1nn[nH]n1.C=C
**Spin multiplicity**: 1
**Kohn-Sham gap**: 0.350 Ha

Which is most stable? The ranking, best first, is entry Q, entry R, entry P.

Entry P
C7H8N2O2 | ωB97M-V/def2-TZVPD

Atoms and positions in Å:
1 H 0.527 0.334 1.894
2 C 2.552 -0.454 0.081
3 O 0.465 -2.207 -1.480
4 C -1.009 0.524 0.263
5 H -2.421 -1.971 -0.723
6 H -2.190 -1.223 -2.207
7 H -1.385 1.607 -0.044
8 N -0.927 -0.446 -0.745
9 H -1.814 0.222 1.024
10 C 3.776 0.087 0.070
11 H -3.046 -0.354 -0.707
12 C 0.174 -1.191 -0.872
13 O 4.124 2.035 -0.947
14 H 4.656 -0.434 0.231
15 C -2.206 -0.984 -1.174
16 N 3.361 1.133 -0.578
17 C 1.282 -0.358 -0.147
18 C 0.512 0.550 0.854
19 H 0.799 1.536 0.676

**Spin multiplicity**: 1
**Kohn-Sham gap**: 0.297 Ha

Entry Q
C7H8N2O2 | ωB97M-V/def2-TZVPD

Atoms and positions in Å:
1 C -0.304 -0.418 -0.032
2 O 3.336 -0.410 0.076
3 H -2.225 2.238 0.106
4 H -3.970 0.556 -0.007
5 H 2.361 1.692 1.083
6 H -3.332 -1.918 -0.084
7 C -2.528 -1.139 -0.028
8 C 2.125 1.445 0.098
9 C -1.218 -1.501 -0.029
10 N 2.039 0.086 -0.160
11 N -0.620 0.850 -0.001
12 C -2.931 0.234 0.071
13 C -1.924 1.212 0.117
14 H 1.260 1.885 -0.492
15 H -0.856 -2.510 0.035
16 H 2.978 1.786 -0.486
17 C 1.066 -0.839 0.070
18 O 1.361 -2.029 0.190
19 H 3.383 -1.219 -0.528

**Structure (SMILES)**: CN(O)C(=O)c1ccccn1
**Spin multiplicity**: 1
**Kohn-Sham gap**: 0.344 Ha

Entry R
C7H8N2O2 | ωB97M-V/def2-TZVPD

Atoms and positions in Å:
1 H -3.567 -0.920 -1.249
2 N -2.139 0.844 -0.716
3 H -1.344 2.728 -0.462
4 H 1.890 -1.493 1.373
5 H 0.524 2.295 1.132
6 H 2.025 0.596 1.566
7 H -0.452 -2.124 0.071
8 C -1.034 1.633 -0.339
9 O 2.394 0.777 -1.265
10 C 2.660 -0.332 -0.456
11 H -3.058 -2.028 0.709
12 C 0.446 -0.041 0.706
13 C -1.895 -0.553 -0.373
14 C -0.609 -1.015 0.196
15 O 3.544 -1.058 -0.913
16 C 1.828 -0.509 0.983
17 C 0.124 1.304 0.512
18 N -2.868 -1.434 -0.772
19 H 1.532 1.330 -0.700

**Spin multiplicity**: 1
**Kohn-Sham gap**: 0.282 Ha

Which is most stable? The ranking, best first, is entry Q, entry R, entry P.